{
  "formula": "C11H18AlCl2O4S",
  "method": "the ωB97M-V functional and the def2-TZVPD basis",
  "charge": -1,
  "e_above_lowest_kj_mol": 673.8,
  "elements": ["C", "C", "S", "C", "C", "O", "Al", "C", "C", "O", "C", "O", "O", "C", "C", "Cl", "C", "C", "Cl", "H", "H", "H", "H", "H", "H", "H", "H", "H", "H", "H", "H", "H", "H", "H", "H", "H", "H"],
  "coordinates": [[-2.577, 1.057, 3.629], [-1.773, 1.351, 2.192], [-0.247, 2.404, 2.459], [0.815, 2.504, 0.900], [0.795, 1.135, -0.002], [-0.131, 1.216, -1.179], [0.006, -0.564, -1.794], [-0.658, -0.912, -3.725], [-1.326, -2.428, -3.705], [-2.789, -2.437, -3.881], [-3.426, -1.883, -2.642], [-3.526, -2.628, -1.517], [1.851, -0.688, -1.420], [2.191, 0.506, -0.587], [3.522, 0.410, 0.366], [5.033, 1.371, -0.241], [3.659, -0.375, 1.625], [2.324, -1.223, 2.169], [5.259, -0.465, 2.628], [-2.818, -0.104, 3.757], [-1.942, 1.354, 4.571], [-3.632, 1.591, 3.582], [-1.573, 0.291, 1.726], [-2.460, 1.935, 1.416], [0.319, 3.363, 0.237], [1.914, 2.904, 1.132], [0.298, 0.239, 0.602], [-0.592, -1.750, -0.935], [-1.461, -0.118, -4.069], [0.220, -0.837, -4.527], [-1.084, -3.010, -2.691], [-0.832, -3.036, -4.576], [-3.853, -0.776, -2.576], [2.499, 1.296, -1.418], [2.500, -1.676, 3.256], [1.484, -0.388, 2.321], [1.984, -2.043, 1.398]],
  "lowdin_charge": [-0.19, -0.54, 0.72, -0.41, -0.38, -0.26, 0.25, -0.22, -0.30, -0.17, -0.13, -0.07, -0.25, -0.32, -0.47, 0.45, -0.56, -0.10, 0.43, 0.08, 0.06, 0.07, 0.08, 0.09, 0.09, 0.10, 0.09, -0.02, 0.06, 0.06, 0.09, 0.12, 0.17, 0.14, 0.08, 0.07, 0.10]
}